The following is a quantum chemistry calculation of the ion C2H6N3S with charge +1 in a non-equilibrium geometry, from the Open Molecules 2025 dataset.

Element x y z (Å)
H  -2.169  1.714  -0.163
N  -1.140  1.614  -0.187
C  -0.465  0.631  0.123
C  1.008  0.875  0.473
S  2.321  -0.247  0.046
N  -0.947  -0.693  -0.117
N  -0.093  -1.764  -0.091
H  1.256  1.741  -0.270
H  1.302  1.135  1.449
H  -1.417  -0.571  -1.052
H  -0.076  -2.358  0.695
H  0.420  -2.077  -0.905

For the total energy, the calculation gives -641.8321 hartree. The structure (SMILES) is [H]/N=C(/C[S-])[NH+]=[NH2+]. As for the HOMO energy (spin up / spin down): -14.39 / -14.09 eV. For the energy above the lowest of the compared OMol25 structures with the same formula, charge and spin, the calculation gives 115.23 kcal per mole. Its total charge is +1.

=====

The following is a quantum chemistry calculation of the ion C5H10O2 with charge -2 in a non-equilibrium geometry, from the Open Molecules 2025 dataset.

Element x y z (Å)
O  2.981  -1.967  0.734
C  2.066  -1.005  0.491
C  0.895  -1.029  -0.533
C  0.184  0.318  -0.667
C  -0.829  0.666  0.453
C  -2.335  0.949  0.088
O  -2.852  2.104  0.529
H  1.679  -0.463  1.396
H  2.609  -0.110  0.042
H  1.225  -1.350  -1.532
H  0.162  -1.790  -0.227
H  -0.370  0.372  -1.615
H  0.947  1.091  -0.750
H  -0.440  1.500  1.049
H  -0.741  -0.138  1.201
H  -2.871  0.001  0.381
H  -2.313  0.850  -1.042

For the total energy, the calculation gives -346.8382 hartree. The structure (SMILES) is [O-]CCCCC[O-]. As for the HOMO energy: 0.61 eV. For the energy above the lowest of the compared OMol25 structures with the same formula, charge and spin, the calculation gives 15.52 kcal per mole. Its total charge is -2.

=====

The following is a quantum chemistry calculation of a structure of composition C19H21InN3O2PS, from the Open Molecules 2025 dataset.

Element x y z (Å)
In  -0.178  1.537  -3.168
O  2.249  2.439  -1.657
C  2.019  2.103  -0.547
O  1.142  1.089  -0.197
C  2.456  2.580  0.829
P  1.186  1.415  1.443
C  1.778  -0.024  2.260
C  1.416  -0.275  3.588
C  1.941  -1.383  4.230
C  2.824  -2.219  3.561
C  3.198  -1.954  2.246
C  2.680  -0.856  1.587
C  -0.349  2.091  1.955
C  -1.360  1.233  2.402
C  -2.590  1.769  2.736
C  -2.805  3.138  2.633
C  -1.796  3.988  2.196
C  -0.561  3.470  1.853
H  2.391  3.647  1.020
H  3.464  2.241  1.075
H  0.746  0.395  4.112
H  1.665  -1.590  5.255
H  3.237  -3.080  4.069
H  3.900  -2.601  1.738
H  2.964  -0.650  0.563
H  -1.196  0.165  2.464
H  -3.385  1.122  3.081
H  -3.770  3.550  2.900
H  -1.965  5.054  2.134
H  0.228  4.134  1.522
S  -2.039  -0.016  -1.473
C  -2.406  -1.566  -2.082
N  -3.423  -1.707  -2.971
C  -3.861  -2.893  -3.459
C  -3.262  -4.050  -3.073
C  -2.191  -3.973  -2.166
C  -1.763  -2.758  -1.692
H  -3.900  -0.855  -3.240
H  -4.693  -2.856  -4.147
H  -3.610  -5.000  -3.451
H  -1.707  -4.884  -1.838
H  -0.943  -2.678  -0.995
N  1.677  0.640  -4.986
N  1.953  -0.190  -3.841
H  2.004  0.218  -5.851
H  2.193  1.505  -4.868
H  2.946  -0.385  -3.754
H  1.493  -1.079  -3.998

For the total energy, the calculation gives -1980.5321 hartree. As for the HOMO energy: -13.02 eV. For the energy above the lowest of the compared OMol25 structures with the same formula, charge and spin, the calculation gives 18.81 kcal per mole. Its total charge is +2.